No. 1
# C3H6N4O2

An isolated molecule of C3H6N4O2 in a non-equilibrium geometry (ωB97M-V with the def2-TZVPD basis set, the OMol25 dataset).

E_LUMO, eV: 0.47
HOMO-LUMO gap, eV: 7.9
E, eV: -13260.4515
Maximum force, eV/A: 3.30
SMILES: N/N=c1\occ(O)n1N

XYZ file:
```
15
Properties=species:S:1:pos:R:3:forces:R:3
C 0.68664 0.10907 0.08097 3.2 -0.5 -0.6
C -1.13477 1.25153 0.23537 0.8 2.3 0.0
C -1.51504 0.00863 0.10639 1.7 -1.5 -0.8
H 3.58053 0.78978 -0.48367 0.1 0.0 0.2
H 2.35375 1.80933 -0.39477 -0.5 0.3 -0.1
H -1.61365 2.18382 0.34761 -0.8 0.5 0.0
H -3.36793 -0.01555 0.22424 0.1 -0.3 -0.3
H 0.12175 -2.67460 0.42947 -0.3 0.2 -0.3
H 0.68197 -2.06042 -0.95261 -0.6 -0.1 0.1
N 2.75199 1.00360 0.06025 0.7 -0.9 -0.3
N 1.94200 -0.16749 -0.09060 -1.8 0.2 0.5
N -0.36728 -0.80503 0.08734 0.8 1.0 0.2
N -0.18405 -2.13299 -0.38755 0.6 0.7 0.3
O 0.27957 1.39356 0.17709 -1.8 -1.4 0.6
O -2.65156 -0.58536 -0.10118 -2.3 -0.5 0.5
```
Positions in Å, forces in eV/Å.

***

No. 2
# C4H7NO

An isolated molecule of C4H7NO in a non-equilibrium geometry (ωB97M-V with the def2-TZVPD basis set, the OMol25 dataset).

E_LUMO, eV: 0.67
HOMO-LUMO gap, eV: 11.5
E, eV: -7796.5345
Maximum force, eV/A: 1.56

XYZ file:
```
13
Properties=species:S:1:pos:R:3:forces:R:3
C -0.29128 -0.51154 -1.25658 0.0 0.0 -0.1
C -0.21832 -0.54505 0.25932 -0.2 0.3 -0.1
O 0.60711 -1.59623 0.73314 0.2 0.0 -0.1
C 0.34629 0.75674 0.85845 0.6 -0.3 0.1
C -1.23991 2.05147 0.67056 0.0 0.9 -0.4
N -0.13605 2.11871 0.21537 -1.2 -0.8 0.7
H -0.59699 -1.48991 -1.63789 0.0 0.1 0.1
H -1.00330 0.24273 -1.60122 0.1 -0.1 0.0
H 0.69181 -0.25858 -1.67473 -0.1 0.0 0.0
H -1.21151 -0.76244 0.67213 0.2 0.2 0.0
H 1.41514 -1.59445 0.20133 -0.1 -0.1 0.1
H 1.39386 0.84936 0.61131 0.3 -0.3 0.1
H 0.24317 0.73919 1.94880 0.0 0.2 -0.3
```
Positions in Å, forces in eV/Å.

***

Which of these has the highest HOMO-LUMO gap? C4H7NO